Record 1
Formula: C31H41BrCoF6NO7PS3Sb
Source: the OMol25 dataset
Level of theory: ωB97M-V/def2-TZVPD

As for the energy above the lowest of the compared OMol25 structures with the same formula, charge and spin: 67.9 kcal per mole. The value obtained for the frontier orbital gap (spin up / spin down) is 7.27 / 7.23 eV. As for the expectation value of S²: 0.77.

ORCA input file:
```
! wB97M-V def2-TZVPD RIJCOSX def2/J DEFGRID3
* xyz -1 2
Co 0.1807 1.0982 -0.4948
F 0.7899 3.2148 0.2071
Sb 1.7405 4.8931 0.0643
F 2.5708 4.4359 -1.5855
F 3.2053 4.1662 1.0671
F 2.5828 6.6131 0.0302
F 0.8449 5.3184 1.7084
F 0.2342 5.5834 -0.8891
C -2.1945 3.1187 1.2666
O -2.4839 2.2499 0.1767
C -1.5516 2.1528 -0.8158
C -1.7440 3.0386 -2.0101
H -3.0597 3.0768 1.9264
H -2.0297 4.1425 0.9154
H -1.3012 2.7858 1.8010
H -2.4075 3.8723 -1.7645
H -2.1790 2.4657 -2.8358
H -0.7881 3.4261 -2.3622
O 0.1906 0.7694 1.6308
S 1.3578 1.2861 2.4035
C 2.5998 -0.0296 2.3991
C 2.2496 -1.3576 2.2378
C 3.2355 -2.3263 2.2316
C 4.5648 -1.9707 2.4094
C 4.9073 -0.6373 2.5860
C 3.9253 0.3368 2.5712
C 0.8943 0.8051 4.1062
C 1.7200 1.1110 5.1790
C 1.3969 0.6545 6.4452
C 0.2474 -0.0998 6.6441
C -0.5935 -0.3726 5.5745
C -0.2710 0.0841 4.3084
H 1.2122 -1.6263 2.1121
H 2.9696 -3.3639 2.0865
H 5.3348 -2.7308 2.4086
H 5.9416 -0.3598 2.7292
H 4.1737 1.3814 2.6824
H 2.6163 1.6905 5.0206
H 2.0456 0.8765 7.2834
H 0.0045 -0.4669 7.6334
H -1.4984 -0.9462 5.7237
H -0.9126 -0.1104 3.4632
Br 2.9106 1.4013 -4.4250
C 4.2700 1.5916 -3.1304
C 5.5745 1.7397 -3.5790
C 6.6091 1.8378 -2.6649
C 6.3384 1.7934 -1.3039
C 5.0389 1.6550 -0.8662
C 3.9831 1.5481 -1.7692
C 2.6064 1.3767 -1.2260
O 1.6124 1.3684 -1.9987
O 2.4613 1.2099 0.0081
H 5.7731 1.7788 -4.6402
H 7.6251 1.9498 -3.0188
H 7.1383 1.8647 -0.5832
H 4.8008 1.6223 0.1846
C -5.3056 0.2547 -3.4268
C -5.6560 -0.2126 -2.0176
C -5.4836 0.8866 -0.9818
O -4.9312 -1.3887 -1.6947
P -3.4520 -1.4765 -1.0382
S -3.4979 -1.2771 0.9281
S -2.1343 -0.4070 -2.1347
O -3.2205 -3.0662 -1.2181
C -3.2723 -3.9002 -2.3726
C -2.4185 -3.3827 -3.5198
C -4.7101 -4.1490 -2.8117
H -6.0096 1.0214 -3.7376
H -5.3691 -0.5836 -4.1178
H -4.2952 0.6531 -3.4612
H -6.7068 -0.5473 -2.0070
H -4.4407 1.1858 -0.8873
H -5.8237 0.5343 -0.0102
H -6.0761 1.7534 -1.2648
H -2.8534 -4.8486 -1.9997
H -2.8636 -2.4868 -3.9439
H -2.3405 -4.1462 -4.2912
H -1.4251 -3.1246 -3.1641
H -5.1580 -3.2274 -3.1688
H -5.2879 -4.5109 -1.9657
H -4.7283 -4.8897 -3.6080
C -0.8162 -4.1135 0.6563
N -0.0508 -3.1603 -0.1165
C 0.9839 -3.6333 -1.0059
C -0.2257 -1.8506 0.0500
O 0.4349 -1.0030 -0.5494
H -0.6098 -5.1221 0.3039
H -1.8815 -3.9122 0.5392
H -0.5648 -4.0486 1.7167
H 1.8440 -4.0029 -0.4406
H 1.2951 -2.7896 -1.6185
H 0.6035 -4.4257 -1.6506
H -1.0173 -1.5918 0.7656
*
```

***

Record 2
Formula: C31H41InN5S
Source: the OMol25 dataset
Level of theory: ωB97M-V/def2-TZVPD

As for the energy above the lowest of the compared OMol25 structures with the same formula, charge and spin: 49.1 kcal per mole. The value obtained for the frontier orbital gap (spin up / spin down) is 1.80 / 1.80 eV.

ORCA input file:
```
! wB97M-V def2-TZVPD RIJCOSX def2/J DEFGRID3
* xyz -1 1
In -0.2405 -0.1411 0.0083
N 0.3078 -2.8922 2.3804
N 0.2462 -2.1820 -1.2471
C 0.7335 1.9586 -0.5009
C 1.8641 1.1021 -0.1685
C 1.7012 0.6561 1.2017
C 2.6106 -0.2786 1.9712
H 3.3508 -0.7230 1.3076
H 2.0579 -1.0781 2.4759
H 3.1260 0.3383 2.7106
C 0.4633 1.2173 1.7162
C -0.0951 0.9774 3.1042
H 0.3491 1.7110 3.7756
H 0.1561 -0.0272 3.4660
H -1.1786 1.0892 3.1218
C -0.1309 2.0359 0.6714
C -1.4080 2.8406 0.7806
H -2.1318 2.3534 1.4312
H -1.8622 2.9975 -0.1975
H -1.1346 3.8065 1.2051
C 2.9855 0.7040 -1.1083
H 3.8208 1.3770 -0.9020
H 2.6866 0.8219 -2.1495
H 3.3168 -0.3256 -0.9499
C 0.5041 2.6727 -1.8222
H -0.5574 2.8349 -2.0166
H 0.9233 2.1142 -2.6599
H 1.0063 3.6379 -1.7470
C -0.3511 -3.5717 3.3232
H 0.1013 -3.5929 4.3213
C -1.5733 -4.2268 3.0898
H -2.0707 -4.7638 3.9015
C -2.1151 -4.1732 1.8074
H -3.0566 -4.6685 1.5720
C -1.4349 -3.4800 0.8154
H -1.8247 -3.3938 -0.1940
C -0.2273 -2.8666 1.1459
C 0.5891 -2.1724 0.1627
H 1.6493 -2.0832 0.3490
C -0.0597 -0.9747 -1.8126
C 0.2468 -3.1122 -2.2898
H 0.4401 -4.1467 -2.1215
C -0.0351 -2.4344 -3.4218
H -0.1492 -2.7287 -4.4188
N -0.2138 -1.0963 -3.1205
C -0.4464 0.0178 -3.9729
C 0.5661 0.3643 -4.8738
C 0.3381 1.4539 -5.7392
H 1.1248 1.7425 -6.4416
C -0.8600 2.1762 -5.7073
C -1.0981 3.3254 -6.6601
H -1.6398 4.1445 -6.1727
H -1.7003 3.0102 -7.5222
H -0.1556 3.7250 -7.0496
C -1.8473 1.7987 -4.7909
H -2.7892 2.3506 -4.7490
C -1.6547 0.7160 -3.9086
C -2.7194 0.3573 -2.9137
H -2.8239 -0.7244 -2.7713
H -3.7024 0.7571 -3.2116
H -2.4964 0.7841 -1.9201
C 1.8728 -0.3776 -4.9207
H 1.8065 -1.3028 -5.5108
H 2.2252 -0.6607 -3.9192
H 2.6572 0.2406 -5.3856
C -2.7650 -0.8374 4.3448
N -2.4052 -1.0754 2.9218
C -3.2318 -1.0592 1.8759
S -2.5990 -0.5789 0.2933
N -4.4831 -1.4661 1.8627
C -5.1533 -2.1405 2.9957
H -3.3573 -1.6656 4.7414
H -3.3036 0.1106 4.4308
H -1.8644 -0.7742 4.9729
H -1.3821 -1.1361 2.7549
H -5.0393 -1.4681 0.9918
H -6.1345 -2.5346 2.7035
H -4.5439 -2.9815 3.3312
H -5.3197 -1.4209 3.8014
*
```

***

Record 3
Formula: C31H41IrNO7P
Source: the OMol25 dataset
Level of theory: ωB97M-V/def2-TZVPD

As for the energy above the lowest of the compared OMol25 structures with the same formula, charge and spin: 15.9 kcal per mole. The value obtained for the frontier orbital gap is 6.44 eV.

ORCA input file:
```
! wB97M-V def2-TZVPD RIJCOSX def2/J DEFGRID3
* xyz 0 1
Ir 0.3616 0.1676 0.9205
C -1.0448 2.4922 3.5463
O -0.5840 2.8380 2.2480
C -1.3203 3.9345 1.7473
C -0.7617 4.4000 0.4312
O -1.0585 3.4812 -0.6054
C -1.6488 4.0638 -1.7458
H -1.1617 3.3891 4.1633
H -0.2972 1.8528 4.0052
H -1.9990 1.9592 3.4960
H -1.2569 4.7691 2.4601
H -2.3806 3.6712 1.6317
H 0.3238 4.5215 0.5156
H -1.1919 5.3817 0.2070
H -2.5666 4.6044 -1.4904
H -1.8960 3.2544 -2.4312
H -0.9613 4.7541 -2.2480
O 0.7727 -1.7189 6.7230
C 0.6399 -1.2918 5.6148
C -0.6512 -1.3187 4.7762
O -1.7205 -1.7493 5.1112
C -0.2709 -0.6918 3.4839
C 1.0523 -0.3104 3.5147
O 1.5717 0.2625 2.4190
C 1.7351 -0.6293 4.7514
O 2.8830 -0.4406 5.0691
O -0.9911 -0.5107 2.4381
C 1.7155 2.6148 -1.9646
C 2.7726 1.8058 -1.2146
C 4.0415 1.6603 -2.0551
P 2.0287 0.2500 -0.5836
C 3.4503 -0.8198 -0.1246
C 4.3499 -0.1725 0.9314
C 2.9813 -2.1997 0.3273
C 1.2241 -0.5992 -1.9679
C 1.7831 -0.9003 -3.2031
C 1.0447 -1.5354 -4.1960
C 1.6483 -1.8462 -5.5379
C -0.2782 -1.8666 -3.9131
C -0.8495 -1.5971 -2.6802
C -0.0917 -0.9666 -1.7002
N -0.6216 -0.6675 -0.3999
C -1.8628 -1.3359 -0.0841
C -1.8335 -2.6959 0.2349
C -0.5348 -3.4463 0.3165
C -3.0308 -3.3260 0.5298
C -4.2417 -2.6390 0.5201
C -5.5203 -3.3352 0.8967
C -4.2274 -1.2904 0.2049
C -3.0480 -0.6106 -0.0943
C -3.1030 0.8514 -0.4454
H 2.1579 3.5435 -2.3312
H 0.8616 2.8518 -1.3300
H 1.3430 2.0615 -2.8308
H 3.0193 2.3308 -0.2844
H 3.8301 1.1847 -3.0142
H 4.8345 1.1025 -1.5606
H 4.4277 2.6574 -2.2761
H 4.0109 -0.9341 -1.0602
H 3.8061 -0.0113 1.8615
H 4.7624 0.7844 0.6102
H 5.1884 -0.8395 1.1404
H 2.4163 -2.1302 1.2581
H 3.8503 -2.8345 0.5103
H 2.3544 -2.6880 -0.4206
H 2.8185 -0.6490 -3.4011
H 2.7261 -1.6869 -5.5322
H 1.2221 -1.2111 -6.3172
H 1.4610 -2.8822 -5.8228
H -0.8760 -2.3592 -4.6716
H -1.8737 -1.8805 -2.4779
H 0.1635 -2.9273 0.9759
H -0.0535 -3.5419 -0.6605
H -0.6996 -4.4472 0.7122
H -3.0145 -4.3768 0.7989
H -5.4994 -4.3855 0.6057
H -6.3827 -2.8649 0.4244
H -5.6715 -3.2965 1.9776
H -5.1592 -0.7336 0.2026
H -3.9089 1.3380 0.1052
H -3.3138 0.9806 -1.5117
H -2.1750 1.3768 -0.2292
*
```

***

Record 4
Formula: C31H41N10O2Pd
Source: the OMol25 dataset
Level of theory: ωB97M-V/def2-TZVPD

As for the energy above the lowest of the compared OMol25 structures with the same formula, charge and spin: 43.5 kcal per mole. The value obtained for the frontier orbital gap is 5.21 eV.

ORCA input file:
```
! wB97M-V def2-TZVPD RIJCOSX def2/J DEFGRID3
* xyz -1 1
Pd 0.3979 -0.0035 -0.0020
C -4.0912 -3.3859 1.0876
N -3.0589 -3.7451 0.1346
C -2.6890 -5.1523 0.1331
C -1.2944 -5.1563 -0.4798
N -0.8306 -3.8282 -0.1796
C 0.4414 -3.4137 -0.6978
C -1.8855 -2.9722 -0.0082
N -1.7496 -1.7067 -0.0278
C -2.8657 -0.8059 0.0425
C -2.5826 0.4850 -0.7432
N -1.6043 1.3077 -0.0844
C -1.5913 2.5847 -0.1100
N -0.6938 3.2984 0.6420
C 0.4421 2.6739 1.2814
C -0.5195 4.6149 0.0777
C -1.8840 4.8525 -0.5558
N -2.3586 3.5081 -0.8494
C -3.7847 3.4184 -1.0586
H -4.6484 -4.2821 1.3588
H -4.7979 -2.6810 0.6497
H -3.6796 -2.9446 1.9993
H -3.4115 -5.7299 -0.4506
H -2.6597 -5.5573 1.1547
H -1.3315 -5.3242 -1.5691
H -0.6342 -5.9074 -0.0393
H 1.2442 -3.8916 -0.1354
H 0.5162 -2.3241 -0.5719
H 0.5404 -3.6703 -1.7583
H -3.0860 -0.5336 1.0838
H -3.7671 -1.2455 -0.4058
H -3.5518 0.9822 -0.8600
H -2.2107 0.2048 -1.7377
H 0.0752 1.8792 1.9443
H 0.9454 3.4285 1.8875
H 1.1692 2.2592 0.5398
H 0.2855 4.6227 -0.6717
H -0.2808 5.3412 0.8582
H -1.8385 5.4366 -1.4795
H -2.5568 5.3660 0.1492
H -4.1278 4.3684 -1.4703
H -4.3374 3.2276 -0.1286
H -4.0257 2.6431 -1.7849
C 0.7450 -0.8197 5.1079
C -0.2021 -0.6488 4.1044
C 0.1696 -0.6662 2.7791
C 1.5252 -0.8391 2.4092
C 2.4720 -1.0223 3.4409
C 2.0748 -1.0172 4.7586
N 1.8103 -0.9155 1.0990
N 3.0805 -0.6830 0.6388
C 3.0179 -0.9276 -0.7529
C 4.0608 -1.4799 -1.4740
C 3.9078 -1.7082 -2.8319
C 2.7196 -1.3931 -3.4637
C 1.6734 -0.8321 -2.7415
C 1.8064 -0.5701 -1.3895
H 0.4549 -0.8128 6.1483
H -1.2453 -0.5129 4.3611
H -0.5696 -0.5832 1.9750
H 3.5053 -1.1786 3.1759
H 2.8176 -1.1746 5.5295
H 4.9820 -1.7368 -0.9722
H 4.7167 -2.1502 -3.3986
H 2.6025 -1.5850 -4.5234
H 0.7483 -0.5681 -3.2489
O 2.8635 2.1766 4.1798
C 4.1570 2.3097 3.6423
N 4.8928 1.0825 3.6345
C 5.6004 0.5742 2.5262
O 6.6702 0.0109 2.7613
C 5.0244 0.7432 1.2236
C 5.8300 0.9136 0.1148
C 5.2907 1.3912 -1.0716
C 3.9672 1.8309 -1.0477
N 3.1268 1.6554 -0.0625
C 3.5523 0.7594 0.9683
H 2.4305 1.4311 3.7362
H 4.6317 3.0695 4.2826
H 4.1099 2.6926 2.6129
H 5.3580 0.8621 4.5057
H 6.9017 0.8021 0.2208
H 5.9135 1.5772 -1.9341
H 3.5969 2.4439 -1.8671
H 2.9658 0.9776 1.8677
*
```

***

Record 5
Formula: C31H42AuN10O3P2S
Source: the OMol25 dataset
Level of theory: ωB97M-V/def2-TZVPD

As for the energy above the lowest of the compared OMol25 structures with the same formula, charge and spin: 30.6 kcal per mole. The value obtained for the frontier orbital gap is 4.79 eV.

ORCA input file:
```
! wB97M-V def2-TZVPD RIJCOSX def2/J DEFGRID3
* xyz 3 1
Au 0.0877 -0.7981 -0.5209
C -2.4436 -1.5011 -3.1958
N -1.9554 -0.1583 -3.5285
C -0.9112 -0.1271 -4.5686
P -1.7365 0.9597 -2.3558
O -0.4571 0.8797 -1.5027
O -3.0248 0.7330 -1.4417
P -3.1644 0.0257 0.0019
O -2.0698 -0.9716 0.2768
N -4.6034 -0.7085 -0.1022
C -5.8024 0.0342 -0.5109
C -4.8565 -2.0213 0.5031
N -3.0550 1.3107 1.0006
C -2.8345 1.0454 2.4277
C -3.7308 2.5858 0.7278
N -1.8877 2.4415 -2.9562
C -2.9772 2.6883 -3.9177
C -0.7808 3.4096 -2.9921
H -2.7350 -1.9988 -4.1190
H -3.3213 -1.4329 -2.5573
H -1.6871 -2.1158 -2.6901
H -1.2798 -0.6449 -5.4520
H 0.0197 -0.5936 -4.2386
H -0.6960 0.9054 -4.8435
H -5.5413 1.0281 -0.8682
H -6.4993 0.1307 0.3224
H -6.3068 -0.4995 -1.3170
H -3.9459 -2.4160 0.9453
H -5.2143 -2.7221 -0.2529
H -5.6163 -1.9428 1.2813
H -2.4238 0.0479 2.5665
H -3.7617 1.1304 2.9981
H -2.1252 1.7744 2.8240
H -3.8882 2.7168 -0.3394
H -3.1020 3.4033 1.0818
H -4.6901 2.6490 1.2451
H -3.7770 1.9643 -3.7808
H -2.6195 2.6303 -4.9472
H -3.3772 3.6861 -3.7442
H -0.0085 3.1213 -2.2850
H -1.1579 4.3934 -2.7174
H -0.3457 3.4729 -3.9909
N 1.6443 -6.9660 3.0578
C 1.4311 -6.0126 2.4549
C 1.1471 -4.8122 1.7246
C -0.1475 -4.5637 1.2662
C -0.4058 -3.3800 0.6111
N 0.5749 -2.4826 0.4148
C 1.8339 -2.7125 0.8229
C 2.1534 -3.8749 1.4844
H -0.9414 -5.2800 1.4247
H -1.3924 -3.1185 0.2544
H 2.5756 -1.9526 0.6141
H 3.1683 -4.0499 1.8132
N 2.5884 -2.2834 -3.5771
C 1.4308 -2.2622 -2.9232
N 1.4584 -1.3583 -1.9552
C 2.7194 -0.7513 -1.9734
C 3.2806 0.2431 -1.1745
C 4.5711 0.6271 -1.4695
C 5.2917 0.0371 -2.5237
C 4.7460 -0.9558 -3.3073
C 3.4421 -1.3395 -3.0106
H 2.8061 -2.8919 -4.3541
H 0.5955 -2.9026 -3.1561
H 2.7188 0.6896 -0.3630
H 5.0447 1.3996 -0.8794
H 6.3002 0.3730 -2.7211
H 5.3070 -1.4143 -4.1110
S 1.6660 2.8670 4.9756
C 1.1738 1.8916 3.5658
C 1.1169 2.4636 2.2971
C 0.7111 1.6900 1.2273
N 0.3723 0.4018 1.3746
C 0.4008 -0.1510 2.5949
C 0.7990 0.5570 3.7093
C 3.3840 2.3360 4.9792
C 3.7666 1.1988 5.6695
C 5.1037 0.8205 5.5995
N 6.0086 1.5018 4.9048
C 5.6354 2.6105 4.2750
C 4.3235 3.0746 4.2799
H 1.3874 3.4996 2.1461
H 0.6395 2.1004 0.2282
H 0.0772 -1.1812 2.6757
H 0.8111 0.0785 4.6789
H 3.0615 0.6348 6.2655
H 5.4574 -0.0590 6.1243
H 6.4105 3.1530 3.7467
H 4.0554 3.9914 3.7723
*
```

***

Which formula does entry 3 have? C31H41IrNO7P

***

What is the formula in the fourth record? C31H41N10O2Pd